C4H5N3 in the gas phase at a distorted geometry. Source: the OMol25 dataset; level of theory: the ωB97M-V functional and the def2-TZVPD basis.

Each line ends with the Mulliken charge.
Cartesian coordinates (Å):
N1 1.677 -0.646 1.826  -0.45
C1 0.649 -0.145 1.620  0.45
C2 0.357 0.160 -1.167  0.01
C3 -0.683 -0.882 -0.689  -0.58
N2 -1.452 -0.186 0.306  -0.49
C4 -0.696 0.391 1.163  -0.09
N3 0.466 1.192 -0.453  -0.42
H1 1.014 -0.063 -2.007  0.37
H2 -1.309 -1.252 -1.511  0.36
H3 -0.106 -1.735 -0.295  0.28
H4 -1.053 1.275 1.688  0.37
H5 1.223 1.842 -0.567  0.20

Calculated values
- Energy relative to the best compared isomer or geometry (same formula, charge and spin): 74.2 kcal per mole
- LUMO: 0.548 eV
- Molar mass: 95.10 g/mol
- Charge: 0
- HOMO-LUMO gap: 0.370 hartree
- E_tot: -319.593898 hartree
- 2S+1: 1
- Highest occupied orbital energy: -9.5 eV
- Structure (SMILES): [H]/N=C/C/N=C\C#N

---

A molecular structure, C8H12IN2O2 at a distorted geometry. Source: the OMol25 dataset; level of theory: the ωB97M-V functional and the def2-TZVPD basis.

Each line ends with the Mulliken charge.
Cartesian coordinates (Å):
C1 -1.025 -2.855 -0.408  0.29
C2 0.455 -2.795 0.001  -0.26
C3 0.264 1.721 -1.912  -1.14
C4 -0.061 2.152 -0.514  0.10
C5 -1.485 -0.114 -0.976  -0.64
C6 -0.179 0.699 -0.901  1.12
C7 0.301 -1.327 -0.255  0.05
C8 1.009 2.593 0.448  -1.36
N1 -0.974 -1.406 -0.617  0.43
N2 0.528 -0.917 2.333  -0.70
O1 -1.899 -3.615 -0.546  -0.42
O2 0.854 -0.200 -0.418  -0.33
I1 -3.018 0.519 0.460  0.13
H1 0.650 -3.063 1.037  0.22
H2 1.145 -3.325 -0.654  0.29
H3 -0.419 1.959 -2.714  0.26
H4 1.302 1.696 -2.211  0.29
H5 -1.013 2.649 -0.373  0.40
H6 -1.961 -0.102 -1.956  0.53
H7 0.763 2.272 1.459  0.28
H8 1.071 3.679 0.447  0.41
H9 1.980 2.188 0.176  0.31
H10 1.437 -0.493 2.490  0.24
H11 0.444 -1.685 2.991  0.27
H12 -0.166 -0.233 2.614  0.22

Calculated values
- Energy relative to the best compared isomer or geometry (same formula, charge and spin): 30.7 kcal per mole
- LUMO: -3.756 eV
- Molar mass: 295.10 g/mol
- Charge: +1
- HOMO-LUMO gap: 0.355 hartree
- E_tot: -869.412980 hartree
- 2S+1: 1
- Highest occupied orbital energy: -13.4 eV

---

C14H9ClN6 in the gas phase at a distorted geometry. Source: the OMol25 dataset; level of theory: the ωB97M-V functional and the def2-TZVPD basis.

Each line ends with the Mulliken charge.
Cartesian coordinates (Å):
Cl1 2.152 1.917 3.135  -0.18
N1 -7.030 -1.363 -1.090  -0.58
N2 -6.419 -2.470 -0.861  -0.38
N3 -6.176 -0.285 -0.882  -0.52
N4 -1.168 1.076 0.724  -0.57
C1 -5.026 -0.763 -0.559  0.72
C2 0.098 1.275 0.959  -0.26
C3 -3.741 -0.144 -0.214  -0.69
C4 -5.116 -2.175 -0.514  0.76
C5 -1.344 -0.252 0.528  0.37
C6 -4.042 -2.922 -0.047  -0.53
C7 -2.631 -0.905 0.174  0.16
C8 -0.123 -0.908 0.622  -0.67
C9 4.963 -0.303 1.263  -0.45
C10 4.262 -1.063 0.341  -0.58
C11 4.294 0.646 2.026  -0.36
C12 2.879 -0.947 0.255  -0.36
C13 2.902 0.773 1.999  0.04
C14 2.176 -0.046 1.086  0.60
N5 -2.815 -2.297 0.187  -0.03
N6 0.808 0.078 0.929  0.15
H1 0.571 2.223 1.125  0.55
H2 -3.682 0.944 -0.237  0.41
H3 -4.220 -3.959 0.124  0.42
H4 0.109 -1.956 0.515  0.32
H5 6.061 -0.359 1.399  0.33
H6 4.743 -1.775 -0.343  0.34
H7 4.877 1.219 2.747  0.38
H8 2.313 -1.504 -0.470  0.43
H9 -2.052 -2.908 0.446  0.21

Calculated values
- LUMO: -0.227 eV
- Molar mass: 296.72 g/mol
- Charge: 0
- HOMO-LUMO gap: 0.305 hartree
- E_tot: -1327.576187 hartree
- 2S+1: 1
- Highest occupied orbital energy: -8.5 eV
- Structure (SMILES): Clc1ccccc1-n1cnc(-c2cc3nnnc-3c[nH]2)c1

---

A molecular structure, C28H25Cl2N5O3RuS3Si at a distorted geometry. Source: the OMol25 dataset; level of theory: the ωB97M-V functional and the def2-TZVPD basis.

Each line ends with the Mulliken charge.
Cartesian coordinates (Å):
Ru1 -0.703 0.565 -0.905  0.16
Cl1 -3.067 6.057 2.400  -0.25
C1 -2.286 5.045 1.226  0.14
C2 -2.472 3.674 1.312  -1.02
C3 -1.856 2.837 0.389  0.35
N1 -1.976 1.442 0.369  0.68
C4 -2.643 0.679 1.258  -0.07
O1 -3.334 1.018 2.214  -0.81
C5 -2.470 -0.796 0.935  0.55
C6 -3.199 -1.735 1.646  -0.74
C7 -3.093 -3.069 1.299  -0.46
C8 -2.252 -3.415 0.250  -1.27
C9 -1.542 -2.423 -0.398  -0.40
N2 -1.638 -1.133 -0.069  0.63
C10 -1.042 3.393 -0.635  -0.33
C11 -0.876 4.771 -0.708  -0.83
C12 -1.494 5.590 0.225  0.11
Cl2 -1.252 7.304 0.106  -0.24
N3 -0.448 2.456 -1.497  0.55
C13 0.076 2.742 -2.701  -0.14
O2 0.155 3.819 -3.280  -0.78
C14 0.709 1.512 -3.313  0.31
C15 1.279 1.601 -4.573  -0.64
C16 1.950 0.501 -5.079  -0.47
C17 2.044 -0.637 -4.292  -0.86
C18 1.429 -0.644 -3.051  -0.40
N4 0.759 0.395 -2.567  0.47
H1 -3.090 3.245 2.084  0.66
H2 -3.836 -1.378 2.442  0.55
H3 -3.650 -3.827 1.835  0.42
H4 -2.135 -4.443 -0.064  0.44
H5 -0.855 -2.638 -1.193  0.71
H6 -0.274 5.196 -1.493  0.56
H7 1.188 2.534 -5.110  0.52
H8 2.400 0.533 -6.063  0.42
H9 2.577 -1.515 -4.630  0.46
H10 1.459 -1.509 -2.406  0.51
C19 3.242 1.246 3.481  -1.04
Si1 2.154 -0.260 3.696  0.34
C20 2.879 -1.313 5.083  -1.17
C21 0.411 0.202 4.205  -0.95
C22 2.138 -1.324 2.141  0.01
C23 2.655 -2.604 2.106  -0.02
C24 2.533 -3.399 0.956  -1.21
C25 1.859 -2.857 -0.113  -0.04
N5 1.361 -1.618 -0.129  0.14
C26 1.521 -0.851 0.948  0.00
S1 0.923 0.788 0.882  -0.10
H11 3.303 1.821 4.407  0.35
H12 2.839 1.889 2.701  0.33
H13 4.255 0.956 3.195  0.31
H14 2.747 -0.796 6.035  0.31
H15 3.948 -1.490 4.949  0.30
H16 2.382 -2.281 5.168  0.31
H17 0.391 0.521 5.249  0.42
H18 -0.259 -0.655 4.106  0.29
H19 0.011 1.004 3.585  0.23
H20 3.146 -3.009 2.983  0.38
H21 2.928 -4.404 0.906  0.40
H22 1.699 -3.458 -1.012  0.29
C27 -1.023 -2.833 -4.193  -1.08
O3 -1.236 -1.647 -3.438  0.14
C28 -2.393 -0.971 -3.563  0.18
S2 -3.592 -1.438 -4.613  -0.35
S3 -2.496 0.425 -2.572  -0.26
H23 -0.016 -3.156 -3.922  0.24
H24 -1.098 -2.639 -5.262  0.38
H25 -1.756 -3.596 -3.929  0.38

Calculated values
- Energy relative to the best compared isomer or geometry (same formula, charge and spin): 5.3 kcal per mole
- LUMO (alpha / beta): 2.283 / 1.742 eV
- Molar mass: 775.80 g/mol
- Charge: -1
- HOMO-LUMO gap (alpha / beta): 0.260 / 0.242 hartree
- E_tot: -4081.090941 hartree
- 2S+1: 2
- Highest occupied orbital energy (alpha / beta): -4.8 / -4.9 eV

---

A molecular structure, C20H44NO2P3Re at a distorted geometry. Source: the OMol25 dataset; level of theory: the ωB97M-V functional and the def2-TZVPD basis.

Each line ends with the Mulliken charge.
Cartesian coordinates (Å):
Re1 -0.813 -0.095 0.597  1.46
P1 -3.108 -0.409 0.552  0.70
P2 0.077 -1.862 -0.612  0.74
P3 -0.857 1.260 -1.233  0.66
H1 1.098 0.975 2.306  0.46
C1 0.470 1.372 1.500  -0.98
C2 -0.933 1.638 1.840  -0.48
H2 -1.243 1.434 2.872  0.13
C3 -3.798 -1.329 1.975  -1.25
C4 -3.674 -1.500 -0.810  -1.34
C5 -4.205 1.056 0.510  -1.31
C6 1.896 -1.695 -0.619  -1.08
C7 -0.193 -3.408 0.317  -1.09
C8 -0.366 -2.264 -2.339  -1.33
C9 -1.224 3.058 -1.026  -1.59
C10 -2.022 0.919 -2.624  -1.43
C11 0.779 1.409 -2.084  -1.71
H3 1.006 2.042 0.822  0.35
H4 -1.420 2.516 1.411  0.45
H5 -3.648 -0.787 2.913  0.26
H6 -3.323 -2.315 2.060  0.33
H7 -4.876 -1.474 1.823  0.61
H8 -3.192 -2.484 -0.737  0.37
H9 -3.471 -1.074 -1.794  0.32
H10 -4.756 -1.638 -0.697  0.57
H11 -3.981 1.712 1.361  0.41
H12 -5.245 0.714 0.611  0.54
H13 -4.106 1.631 -0.417  0.32
H14 2.324 -2.550 -1.159  0.48
H15 2.256 -1.706 0.416  0.43
H16 2.221 -0.766 -1.098  0.19
H17 0.311 -4.230 -0.209  0.56
H18 -1.263 -3.634 0.395  0.37
H19 0.216 -3.310 1.331  0.17
H20 0.139 -3.201 -2.620  0.56
H21 -0.046 -1.481 -3.037  0.36
H22 -1.447 -2.415 -2.449  0.33
H23 -1.175 3.521 -2.023  0.55
H24 -0.486 3.541 -0.374  0.45
H25 -2.229 3.219 -0.616  0.38
H26 -1.796 1.646 -3.416  0.57
H27 -3.068 1.055 -2.322  0.44
H28 -1.887 -0.088 -3.035  0.32
H29 0.701 2.245 -2.795  0.65
H30 1.062 0.501 -2.630  0.62
H31 1.570 1.651 -1.362  0.41
C12 4.994 1.019 -3.402  0.85
C13 6.406 1.074 -3.438  -0.58
C14 7.031 2.211 -2.927  -0.43
C15 6.273 3.289 -2.441  -0.41
C16 4.872 3.264 -2.529  -0.31
C17 4.226 2.141 -3.065  -0.25
O1 4.294 -0.150 -3.571  -0.36
H32 4.924 -0.870 -3.750  0.35
H33 6.977 0.228 -3.826  0.39
H34 8.120 2.266 -2.897  0.43
H35 6.773 4.159 -2.000  0.44
H36 4.267 4.110 -2.182  0.42
H37 3.137 2.097 -3.180  0.45
C18 -1.519 -0.169 4.935  -0.79
N1 -1.124 -1.560 4.673  0.12
C19 -1.264 -2.537 5.746  -0.82
C20 -0.732 -1.953 3.459  -0.36
O2 -0.787 -1.191 2.450  -0.67
H38 -1.802 -0.111 5.992  0.48
H39 -2.377 0.115 4.313  0.28
H40 -0.688 0.515 4.739  0.31
H41 -1.935 -3.345 5.432  0.36
H42 -0.294 -2.980 5.999  0.36
H43 -1.670 -2.027 6.621  0.32
H44 -0.375 -2.995 3.374  0.52

Calculated values
- Energy relative to the best compared isomer or geometry (same formula, charge and spin): 0.0 kcal per mole
- LUMO (alpha / beta): -14.055 / -13.802 eV
- Molar mass: 609.71 g/mol
- Charge: +4
- HOMO-LUMO gap (alpha / beta): 0.231 / 0.240 hartree
- E_tot: -2094.510479 hartree
- 2S+1: 4
- Highest occupied orbital energy (alpha / beta): -20.4 / -20.3 eV